5 unconnected molecules or ions with the total composition C39H72N3O25S5, computed with ωB97M-V/def2-TZVPD.

For the molar mass, the calculation gives 1143.34 g mol⁻¹. The spin multiplicity is 1. The energy comes out at -151408.9745 eV. The value obtained for the LUMO energy is -3.8 eV. The energy relative to the best compared isomer or geometry (same formula, charge and spin) comes out at 23.4511 eV. Its charge is +1.

Each atom is followed by the atoms it is bonded to, with distances in Å.
Cartesian coordinates (Å):
1 C -6.409 0.132 -0.923  O2 1.475, H38 1.192, H39 1.177, H40 1.193
2 O -5.818 0.909 0.183  C1 1.475, C3 1.498, O127 1.549
3 C -4.682 1.744 -0.326  O2 1.498, C4 1.656, H41 1.179, H42 1.181
4 C -3.422 1.463 0.711  C3 1.656, C5 1.642, H43 1.170, H44 1.189
5 C -2.332 2.689 0.788  C4 1.642, C6 1.672, H45 1.172, H46 1.180
6 C -1.455 2.869 -0.625  C5 1.672, C7 1.673, H47 1.170, H48 1.194
7 C 0.174 3.087 -0.314  C6 1.673, C8 1.639, H49 1.172, H50 1.193
8 C 1.103 3.053 -1.665  C7 1.639, C9 1.640, H51 1.172, H52 1.194
9 C 1.432 1.556 -2.246  C8 1.640, C10 1.662, H53 1.191, H54 1.181
10 C 1.628 0.403 -1.066  C9 1.662, C11 1.673, N33 1.543
11 C 0.363 -0.685 -0.943  C10 1.673, C12 1.640, H55 1.179
12 C 0.424 -1.866 0.193  C11 1.640, C13 1.641, C22 1.672
13 C -0.814 -2.939 0.285  C12 1.641, C14 1.672, H56 1.194, H57 1.178
14 C -1.457 -3.333 -1.208  C13 1.672, C15 1.663, H58 1.173, H59 1.186
15 C -2.761 -2.379 -1.600  C14 1.663, C16 1.647, H60 1.191, H61 1.194
16 C -2.711 -1.886 -3.171  C15 1.647, C17 1.672, H62 1.171, H63 1.172
17 C -2.886 -0.228 -3.304  C16 1.672, O18 1.471, H64 1.170, H65 1.178
18 O -2.108 0.303 -4.434  C17 1.471, C19 1.473
19 C -2.622 1.625 -4.829  O18 1.473, C20 1.663, O21 1.360
20 C -1.773 3.027 -4.540  C19 1.663, H66 1.189, H67 1.191, H68 1.191
21 O -3.810 1.791 -5.468  C19 1.360
22 C 1.767 -1.885 1.190  C12 1.672, C23 1.639, C27 1.655
23 C 1.781 -3.044 2.350  C22 1.639, C24 1.669, H69 1.175, H70 1.171
24 C 0.714 -2.558 3.537  C23 1.669, C25 1.641, H71 1.188, H72 1.189
25 C 1.034 -3.208 5.009  C24 1.641, N26 1.540, H73 1.186, H74 1.178
26 N -0.213 -2.969 5.880  C25 1.540, H75 1.045, H76 1.062
27 C 2.951 -0.756 0.937  C22 1.655, N28 1.512, N33 1.543
28 N 4.196 -0.737 1.796  C27 1.512, C29 1.512, C30 1.512
29 C 5.026 -1.994 1.663  N28 1.512, H77 1.194, H78 1.188, H79 1.174
30 C 3.918 -0.359 3.233  N28 1.512, C31 1.667, O32 1.335
31 C 4.058 1.258 3.615  C30 1.667, H80 1.171, H81 1.172, H82 1.194
32 O 3.617 -1.189 4.235  C30 1.335
33 N 2.873 0.329 -0.157  C10 1.543, C27 1.543, C34 1.537
34 C 4.044 1.313 -0.296  N33 1.537, C35 1.642, H83 1.170, H84 1.194
35 C 5.414 0.629 -0.889  C34 1.642, C36 1.639, H85 1.185, H86 1.193
36 C 5.945 1.257 -2.307  C35 1.639, O37 1.471, H87 1.194, H88 1.174
37 O 6.225 2.689 -2.116  C36 1.471, H89 1.016
38 H -7.556 -0.077 -0.676  C1 1.192
39 H -6.377 0.671 -1.968  C1 1.177
40 H -5.882 -0.935 -1.001  C1 1.193
41 H -4.990 2.880 -0.397  C3 1.179
42 H -4.366 1.278 -1.365  C3 1.181
43 H -2.924 0.444 0.422  C4 1.170
44 H -3.891 1.346 1.797  C4 1.189
45 H -2.854 3.699 1.074  C5 1.172
46 H -1.593 2.429 1.670  C5 1.180
47 H -1.637 1.985 -1.370  C6 1.170
48 H -1.848 3.900 -1.082  C6 1.194
49 H 0.540 2.394 0.558  C7 1.172
50 H 0.244 4.201 0.108  C7 1.193
51 H 2.051 3.713 -1.471  C8 1.172
52 H 0.473 3.609 -2.513  C8 1.194
53 H 0.517 1.228 -2.935  C9 1.191
54 H 2.436 1.641 -2.863  C9 1.181
55 H -0.579 -0.610 -1.649  C11 1.179
56 H -0.447 -3.984 0.730  C13 1.194
57 H -1.707 -2.478 0.900  C13 1.178
58 H -0.647 -3.371 -2.055  C14 1.173
59 H -1.896 -4.429 -1.105  C14 1.186
60 H -2.814 -1.432 -0.882  C15 1.191
61 H -3.759 -2.994 -1.371  C15 1.194
62 H -3.515 -2.385 -3.862  C16 1.171
63 H -1.651 -2.128 -3.607  C16 1.172
64 H -2.501 0.205 -2.287  C17 1.170
65 H -4.043 -0.026 -3.385  C17 1.178
66 H -0.620 2.783 -4.693  C20 1.189
67 H -1.976 3.459 -3.449  C20 1.191
68 H -2.113 3.875 -5.304  C20 1.191
69 H 1.369 -4.064 1.937  C23 1.175
70 H 2.829 -3.263 2.824  C23 1.171
71 H 0.759 -1.371 3.562  C24 1.188
72 H -0.399 -2.881 3.266  C24 1.189
73 H 1.268 -4.370 4.976  C25 1.186
74 H 1.924 -2.699 5.589  C25 1.178
75 H -0.936 -3.590 5.448  N26 1.045
76 H -0.535 -1.964 5.756  N26 1.062
77 H 6.016 -1.682 1.073  C29 1.194
78 H 5.417 -2.417 2.702  C29 1.188
79 H 4.493 -2.805 1.002  C29 1.174
80 H 3.241 1.908 3.085  C31 1.171
81 H 4.085 1.353 4.783  C31 1.172
82 H 5.127 1.586 3.200  C31 1.194
83 H 3.783 2.267 -0.922  C34 1.170
84 H 4.296 1.707 0.803  C34 1.194
85 H 5.298 -0.550 -0.902  C35 1.185
86 H 6.273 0.844 -0.089  C35 1.193
87 H 6.956 0.679 -2.570  C36 1.194
88 H 5.204 1.010 -3.183  C36 1.174
89 H 7.237 2.784 -2.119  O37 1.016
90 C 5.401 -5.081 6.925  C91 1.526, O96 1.427, H97 1.095, H98 1.093
91 C 4.121 -4.606 6.241  C90 1.526, O92 1.426, H99 1.093, H100 1.095
92 O 3.650 -5.734 5.507  C91 1.426, S93 1.631
93 S 4.057 -7.095 6.308  O92 1.631, O94 1.446, O95 1.444, O96 1.630
94 O 2.915 -7.519 7.086  S93 1.446
95 O 4.757 -7.970 5.396  S93 1.444
96 O 5.144 -6.426 7.323  C90 1.427, S93 1.630
97 H 6.242 -5.087 6.225  C90 1.095
98 H 5.656 -4.468 7.793  C90 1.093
99 H 4.295 -3.757 5.575  C91 1.093
100 H 3.356 -4.339 6.978  C91 1.095
101 C 5.929 6.370 3.700  C102 1.526, O107 1.427, H108 1.095, H109 1.093
102 C 4.593 6.922 4.188  C101 1.526, O103 1.426, H110 1.093, H111 1.095
103 O 3.636 5.910 3.879  C102 1.426, S104 1.631
104 S 4.355 4.450 3.986  O103 1.631, O105 1.446, O106 1.444, O107 1.630
105 O 4.057 3.895 5.287  S104 1.446
106 O 4.124 3.735 2.752  S104 1.444
107 O 5.899 4.976 4.000  C101 1.427, S104 1.630
108 H 6.030 6.483 2.615  C101 1.095
109 H 6.779 6.848 4.195  C101 1.093
110 H 4.328 7.864 3.702  C102 1.093
111 H 4.597 7.061 5.274  C102 1.095
112 C 4.609 -2.110 -4.573  C113 1.526, O118 1.427, H119 1.095, H120 1.093
113 C 3.976 -3.428 -5.011  C112 1.526, O114 1.426, H121 1.093, H122 1.095
114 O 3.659 -4.110 -3.801  C113 1.426, S115 1.631
115 S 3.286 -3.011 -2.655  O114 1.631, O116 1.446, O117 1.444, O118 1.630
116 O 1.846 -2.892 -2.597  S115 1.446
117 O 4.102 -3.269 -1.491  S115 1.444
118 O 3.874 -1.698 -3.422  C112 1.427, S115 1.630
119 H 5.653 -2.253 -4.277  C112 1.095
120 H 4.554 -1.346 -5.353  C112 1.093
121 H 4.649 -4.028 -5.628  C113 1.093
122 H 3.042 -3.254 -5.556  C113 1.095
123 C -9.811 3.432 1.367  C124 1.526, O129 1.427, H130 1.095, H131 1.093
124 C -9.112 3.919 0.100  C123 1.526, O125 1.426, H132 1.093, H133 1.095
125 O -7.748 4.105 0.474  C124 1.426, S126 1.631
126 S -7.360 3.014 1.623  O125 1.631, O127 1.446, O128 1.444, O129 1.630
127 O -6.705 1.896 0.981  O2 1.549, S126 1.446
128 O -6.793 3.718 2.749  S126 1.444
129 O -8.879 2.561 2.006  C123 1.427, S126 1.630
130 H -10.019 4.265 2.046  C123 1.095
131 H -10.741 2.902 1.147  C123 1.093
132 H -9.538 4.850 -0.280  C124 1.093
133 H -9.145 3.157 -0.686  C124 1.095
134 C -5.602 -0.617 -6.758  C135 1.526, O140 1.427, H141 1.095, H142 1.093
135 C -6.939 -0.065 -6.270  C134 1.526, O136 1.426, H143 1.093, H144 1.095
136 O -7.895 -1.077 -6.579  C135 1.426, S137 1.631
137 S -7.176 -2.537 -6.472  O136 1.631, O138 1.446, O139 1.444, O140 1.630
138 O -7.475 -3.092 -5.171  S137 1.446
139 O -7.408 -3.252 -7.706  S137 1.444
140 O -5.633 -2.011 -6.458  C134 1.427, S137 1.630
141 H -5.502 -0.504 -7.843  C134 1.095
142 H -4.753 -0.139 -6.263  C134 1.093
143 H -7.203 0.877 -6.756  C135 1.093
144 H -6.934 0.074 -5.184  C135 1.095